No. 1
DFT (ωB97M-V/def2-TZVPD) results for C13H14BCl5I2O2Y as an isolated structure in a non-equilibrium geometry.

```
38
Properties=species:S:1:pos:R:3:nbo_charge:R:1
Y 1.28606 1.39196 1.04210 1.862
Cl 4.56984 1.23990 0.36537 0.049
C 4.07247 -0.21114 1.19035 -0.050
C 2.76827 -0.18534 1.63047 -0.655
C 2.26276 -1.31052 2.24212 -0.054
Cl 0.58040 -1.16297 2.67197 0.060
C 3.02258 -2.44918 2.45891 -0.088
Cl 2.35289 -3.82115 3.22987 0.091
C 4.35390 -2.43771 2.01754 -0.058
Cl 5.33479 -3.81483 2.26888 0.106
C 4.89111 -1.31640 1.36597 -0.093
Cl 6.50611 -1.31465 0.79668 0.092
I 1.13853 2.44001 4.39483 0.252
C 0.12756 4.26179 3.86645 -0.697
I -0.92141 4.11197 2.00309 0.256
H 0.86691 5.04666 3.77626 0.241
H -0.59357 4.48725 4.64203 0.246
C -3.03352 1.16777 -2.60405 -0.627
C -1.73795 0.48098 -2.21729 0.234
C -0.92585 0.14073 -3.46264 -0.633
O -0.92502 1.41501 -1.43864 -0.709
B -0.29302 0.71680 -0.44947 0.241
O -0.74221 -0.57282 -0.35564 -0.707
C -1.89824 -0.72678 -1.23735 0.246
C -3.13029 -0.61674 -0.34421 -0.634
C -1.85563 -2.09205 -1.89535 -0.631
H -2.80715 2.01078 -3.25649 0.227
H -3.56326 1.54390 -1.73120 0.219
H -3.67707 0.47295 -3.14488 0.223
H -0.63615 1.06826 -3.95581 0.227
H -1.51487 -0.45324 -4.16119 0.224
H -0.01776 -0.40412 -3.20465 0.212
H -3.17600 0.35863 0.14237 0.207
H -3.06955 -1.38246 0.42882 0.225
H -4.04534 -0.77481 -0.91502 0.225
H -0.90654 -2.27625 -2.39325 0.224
H -2.66294 -2.16703 -2.62550 0.222
H -2.00085 -2.86514 -1.14145 0.226
```

Output
calculated total energy = -3613.586745 hartree
total charge = +1
HOMO energy = -11.810 eV
gap between HOMO and LUMO = 0.278 Eh
energy relative to the best compared isomer or geometry (same formula, charge and spin) = 27.8 kJ/mol
lowest unoccupied orbital energy = -4.233 eV



No. 2
DFT (ωB97M-V/def2-TZVPD) results for C13H14BHgN8 as an isolated structure.

```
37
Properties=species:S:1:pos:R:3:nbo_charge:R:1
Hg -0.27157 -0.30493 3.15352 0.979
C -2.13745 -3.07350 0.25910 -0.372
C -1.83093 -2.53283 1.51035 -0.031
N -1.12687 -1.41687 1.37209 -0.372
N -0.96825 -1.21049 0.05161 -0.321
C -1.56348 -2.19558 -0.63830 0.007
B -0.13525 -0.01814 -0.48813 0.940
N 1.25478 -0.09020 0.14865 -0.386
C 2.03909 0.94340 0.52717 -0.017
C 3.26910 0.43594 0.86733 -0.361
C 3.13118 -0.95081 0.66439 -0.061
N 1.92317 -1.26268 0.22484 -0.290
N -0.77103 1.32998 -0.12634 -0.362
C -1.06857 2.38938 -0.90870 -0.021
C -1.51251 3.40485 -0.09217 -0.379
C -1.45292 2.85644 1.20167 -0.053
N -1.00612 1.61368 1.17074 -0.307
N -0.02172 -0.15052 -2.02034 -0.363
C 1.07632 -0.51757 -2.71751 -0.015
C 0.71543 -0.63508 -4.04021 -0.380
C -0.65296 -0.31160 -4.05013 -0.070
N -1.09341 -0.02382 -2.83552 -0.296
H -2.69417 -3.96746 0.03934 0.219
H -2.08141 -2.88604 2.49769 0.211
H -1.54886 -2.19328 -1.71440 0.233
H 1.64940 1.94707 0.56308 0.226
H 4.11584 0.97198 1.25905 0.220
H 3.85548 -1.73207 0.83779 0.194
H -0.95921 2.33109 -1.97716 0.229
H -1.83608 4.38824 -0.38690 0.215
H -1.70723 3.30765 2.14830 0.204
H 2.01692 -0.67880 -2.21946 0.235
H 1.34483 -0.90694 -4.87012 0.216
H -1.33383 -0.27288 -4.88708 0.193
C 0.65088 0.46671 4.77761 -1.376
H 0.72671 -0.32206 5.53639 0.154
H 0.00468 1.26772 5.16179 0.155
```

Output
calculated total energy = -1120.176306 hartree
total charge = -1
HOMO energy = -2.810 eV
gap between HOMO and LUMO = 0.220 Eh
lowest unoccupied orbital energy = 3.168 eV



No. 3
DFT (ωB97M-V/def2-TZVPD) results for C13H14BrN3O3PdS as an isolated structure in a non-equilibrium geometry.

```
36
Properties=species:S:1:pos:R:3:nbo_charge:R:1
N -2.55393 -1.19473 1.24410 -0.762
C -3.04404 0.21738 1.47207 -0.264
C -3.19725 1.13229 0.12187 0.099
O -4.07786 2.28591 0.50338 -0.694
C -1.77267 1.70440 -0.48660 -0.523
C -0.68667 0.47772 -0.82331 0.295
C 0.90023 0.52445 -0.30014 0.039
C 1.43942 1.83212 0.52883 -0.569
C 1.48186 1.65605 2.15789 0.414
O 2.44496 0.93844 2.75909 -0.594
C 1.90360 -0.76832 -0.63453 0.045
C 3.48489 -0.81499 -0.10114 -0.551
C 4.36591 -1.72940 -1.14887 0.436
O 4.61816 -1.23960 -2.37514 -0.479
Br 5.05601 -3.59248 -0.70978 0.100
C 1.32437 -2.06273 -1.48342 0.063
C -0.24001 -2.08827 -2.04919 0.067
N -0.75626 -3.27275 -2.84649 -0.395
S -2.43512 -2.74018 -3.11547 0.926
N -2.53710 -1.14183 -2.33735 -0.472
C -1.20789 -0.81089 -1.69499 0.066
H -3.21891 -1.77749 0.69020 0.395
H -2.24442 -1.66288 2.12778 0.409
H -2.33228 0.71198 2.26049 0.210
H -4.12883 0.16281 1.96659 0.264
H -3.81515 0.51636 -0.68708 0.229
H -3.59637 3.15291 0.35165 0.483
H -1.30896 2.40213 0.36329 0.241
H -1.93712 2.41352 -1.41628 0.320
H 0.83319 2.79062 0.24150 0.278
H 2.56580 2.00919 0.17370 0.286
H 0.68088 2.21442 2.82069 0.212
H 3.98739 0.25383 -0.08594 0.283
H 3.50427 -1.26095 1.00526 0.295
H 1.96360 -3.03305 -1.74378 0.305
Pd 4.53633 1.79402 3.25111 0.545
```

Output
calculated total energy = -3992.536640 hartree
total charge = +2
HOMO energy = -13.961 eV
gap between HOMO and LUMO = 0.086 Eh
lowest unoccupied orbital energy = -11.628 eV



No. 4
DFT (ωB97M-V/def2-TZVPD) results for one molecule with the formula C13H14BrN3O4S in a non-equilibrium geometry.

```
36
Properties=species:S:1:pos:R:3:nbo_charge:R:1
C -2.16677 2.39401 -2.59848 -0.687
C -0.71181 2.64681 -2.42073 0.356
C -0.00149 2.22884 -1.33903 -0.519
S -0.68088 1.48353 0.15369 2.343
O -0.50654 2.43970 1.20017 -0.908
O -2.00766 0.99115 -0.07407 -0.953
N 0.35361 0.18928 0.34448 -0.865
C 0.08602 -1.01264 0.99229 0.145
C -1.16753 -1.61733 0.92583 -0.197
C -1.38491 -2.83696 1.53817 -0.230
C -0.34798 -3.46195 2.20845 -0.099
Br -0.64718 -5.14735 3.03952 0.043
C 0.90560 -2.87980 2.28208 -0.222
C 1.11743 -1.65639 1.67794 -0.229
C 1.40467 2.51425 -1.20475 0.669
O 2.10349 2.13717 -0.28131 -0.628
N 1.94884 3.26288 -2.23887 -0.438
C 3.35142 3.63807 -2.17024 -0.417
C 1.26850 3.68373 -3.35274 0.797
O 1.80381 4.31930 -4.22966 -0.609
N -0.07900 3.33094 -3.41887 -0.413
C -0.79287 3.76560 -4.60324 -0.423
H -2.54750 1.82206 -1.75942 0.287
H -2.70802 3.33695 -2.65969 0.237
H -2.34741 1.84241 -3.51963 0.235
H 1.28695 0.55892 0.50117 0.445
H -1.96936 -1.12048 0.40759 0.241
H -2.35792 -3.30120 1.48940 0.228
H 1.70680 -3.37428 2.80966 0.230
H 2.09051 -1.19129 1.73243 0.216
H 3.90369 3.15418 -2.97543 0.216
H 3.73173 3.31696 -1.20399 0.247
H 3.44406 4.71735 -2.28171 0.222
H -1.60922 4.43697 -4.33989 0.208
H -1.18618 2.91042 -5.15179 0.207
H -0.07978 4.29766 -5.23155 0.265
```

Output
calculated total energy = -3941.250809 hartree
total charge = 0
HOMO energy = -8.371 eV
gap between HOMO and LUMO = 0.317 Eh
SMILES string = Cc1c(S(=O)(=O)Nc2ccc(Br)cc2)c(=O)n(C)c(=O)n1C
lowest unoccupied orbital energy = 0.250 eV



No. 5
DFT (ωB97M-V/def2-TZVPD) results for a 8-piece molecular cluster, C13H14Cl21FNO3 overall in a non-equilibrium geometry.

```
53
Properties=species:S:1:pos:R:3:nbo_charge:R:1
C 3.88498 -0.38234 -1.67224 -0.427
C 3.26540 -0.26516 -0.48731 -0.142
C 1.78025 -0.00910 -0.26003 -0.534
C 0.82404 -0.38942 -1.39650 -0.133
C -0.43870 0.43012 -1.46795 -0.585
C -1.38005 0.50639 -0.25005 0.884
O -2.53633 0.87319 -0.35209 -0.620
F -0.99922 0.12391 0.98998 -0.350
O 0.29469 -1.72132 -1.07027 -0.422
N 1.25113 -2.68509 -1.10002 0.351
O 0.94909 -3.58983 -0.38314 -0.385
H 4.53716 -1.22823 -1.84409 0.186
H 3.75182 0.36393 -2.43295 0.190
H 3.85387 -0.40333 0.41514 0.169
H 1.58747 0.99424 0.13566 0.197
H 1.57191 -0.69158 0.56502 0.205
H -0.24796 1.43443 -1.82566 0.243
H -1.05989 -0.03437 -2.21795 0.247
C 3.92204 2.35933 -5.18775 -0.287
Cl 2.71138 1.78844 -4.05466 0.067
Cl 3.73920 4.09345 -5.50419 -0.009
Cl 5.55279 2.00949 -4.60007 0.004
H 3.78420 1.83507 -6.12342 0.224
C 0.74558 -1.96554 3.88668 -0.287
Cl 0.13463 -0.41492 4.48465 0.006
Cl 0.43520 -2.13154 2.17289 0.082
Cl 2.47499 -2.11438 4.25083 -0.021
H 0.22516 -2.76240 4.40045 0.222
C -3.33853 1.00801 6.51091 -0.286
Cl -3.39736 -0.60534 7.22274 0.012
Cl -4.38764 2.11998 7.39836 0.003
Cl -1.68277 1.60921 6.46576 0.022
H -3.70095 0.94070 5.49370 0.244
C -4.03650 -0.27176 2.29381 -0.287
Cl -5.12271 -1.54413 1.72829 0.004
Cl -4.96061 1.04657 3.03627 -0.017
Cl -2.85085 -0.91206 3.43106 0.011
H -3.50373 0.13023 1.43706 0.274
C -0.81313 -0.02599 -5.77639 -0.298
Cl -0.34456 1.58652 -6.34355 -0.020
Cl -0.63447 -1.20868 -7.08786 -0.024
Cl 0.11529 -0.49154 -4.34886 0.063
H -1.85613 0.00994 -5.50463 0.220
C -5.10285 0.18498 -5.94219 -0.285
Cl -3.92529 1.42688 -6.37837 0.023
Cl -6.14076 -0.20260 -7.31841 0.008
Cl -4.30180 -1.26439 -5.33886 0.030
H -5.72665 0.57763 -5.15127 0.229
C 4.19515 -0.08014 6.92107 -0.284
Cl 3.02335 -0.61485 8.12670 0.016
Cl 4.07042 1.65916 6.65968 0.019
Cl 5.83553 -0.52295 7.40672 0.006
H 3.97267 -0.57881 5.98729 0.240
```

Output
calculated total energy = -10547.941141 hartree
total charge = -1
HOMO energy = -3.149 eV
gap between HOMO and LUMO = 0.187 Eh
lowest unoccupied orbital energy = 1.949 eV



No. 6
DFT (ωB97M-V/def2-TZVPD) results for an isolated ion of composition C13H14ClN2O5 and charge -1 in a non-equilibrium geometry.

```
35
Properties=species:S:1:pos:R:3:nbo_charge:R:1
O 0.24395 -4.33435 2.79031 -0.539
C -0.61817 -3.42922 3.00647 0.566
Cl -0.83471 -2.92230 4.74363 -0.064
C -1.43129 -2.87913 1.74598 -0.507
C -1.14670 -1.34508 1.34180 0.000
C -1.20414 -1.24533 -0.25515 -0.400
C 0.14573 -1.65069 -1.01481 -0.518
C 0.23937 -0.67718 -2.32094 0.726
O -0.80563 -0.58517 -3.03097 -0.571
N 1.48192 0.06737 -2.66259 -0.678
C 1.44191 1.46483 -2.20143 0.167
C 2.74614 2.33992 -2.37667 -0.259
C 2.80406 3.84709 -1.93272 -0.217
C 1.55089 4.55546 -1.30723 -0.264
C 0.27562 3.69473 -1.11124 -0.188
C 0.22569 2.18623 -1.56482 -0.252
N -2.33912 -0.55304 1.83586 -0.319
O -2.61278 -0.83938 3.13685 -0.599
C 0.13930 -0.68003 2.02793 0.710
O 1.31858 -1.16679 2.05478 -0.723
O -0.03766 0.58506 2.61822 -0.813
H -2.54717 -3.11309 1.92417 0.239
H -1.13140 -3.52748 0.83455 0.234
H -2.01489 -2.00161 -0.59954 0.204
H -1.61905 -0.21513 -0.57255 0.239
H 1.11035 -1.46646 -0.43183 0.263
H 0.18017 -2.73182 -1.39269 0.233
H 2.31049 -0.42754 -2.27038 0.395
H 3.70370 1.88395 -2.83100 0.218
H 3.75777 4.48458 -2.05173 0.219
H 1.52338 5.65165 -0.99157 0.222
H -0.65618 4.16897 -0.62436 0.229
H -0.76178 1.64335 -1.41310 0.235
H -3.15190 -0.70252 1.22120 0.318
H -2.28645 -0.07983 3.67556 0.494
```

Output
calculated total energy = -1449.468141 hartree
total charge = -1
HOMO energy = -4.260 eV
gap between HOMO and LUMO = 0.263 Eh
SMILES string = O=C(Cl)C[C@@](CCC(=O)Nc1ccccc1)(NO)C(=O)[O-]
lowest unoccupied orbital energy = 2.884 eV



No. 7
DFT (ωB97M-V/def2-TZVPD) results for an isolated ion of composition C13H14F7N4O2S and charge +1 in a non-equilibrium geometry.

```
41
Properties=species:S:1:pos:R:3:nbo_charge:R:1
H 4.18045 0.68129 -0.80513 0.368
N 3.16814 0.62980 -0.89630 -0.605
C 2.76978 1.30248 -1.88470 0.143
C 1.29465 1.37561 -2.23230 -0.541
C 0.61083 0.12280 -1.77777 0.363
C 0.24607 -0.08729 -0.45491 -0.401
S 0.54108 1.07645 0.87135 2.129
O 1.24003 0.38249 1.90600 -0.890
O 1.10799 2.31483 0.44173 -0.899
C -1.16634 1.43979 1.58422 0.424
F -2.14218 1.02105 0.76280 -0.306
F -1.26585 0.75093 2.72011 -0.286
C -1.35049 2.93983 1.94460 0.552
F -2.40265 2.98737 2.78008 -0.286
F -0.29139 3.38423 2.61867 -0.276
C -1.67786 3.86622 0.71469 0.926
F -1.02804 5.01664 0.83906 -0.285
F -1.33024 3.28133 -0.44423 -0.320
F -2.97903 4.13164 0.68361 -0.287
C -0.40745 -1.27979 -0.08668 0.263
N -0.83133 -1.52057 1.13184 -0.504
C -0.69334 -2.54216 1.91733 0.587
C 0.53431 -2.63888 2.75162 -0.710
C -1.74458 -3.58936 2.02948 -0.708
C -0.62148 -2.20608 -1.15839 0.006
N -0.25089 -2.00525 -2.37318 -0.134
N 0.35011 -0.85137 -2.66638 -0.141
C 0.74410 -0.73722 -4.07641 -0.418
H 3.44581 1.84936 -2.54344 0.184
H 0.81073 2.20990 -1.72800 0.299
H 1.19713 1.56001 -3.29759 0.249
H 0.60422 -1.74366 3.36944 0.294
H 1.40070 -2.67041 2.08665 0.264
H 0.50085 -3.52526 3.37712 0.236
H -1.71791 -4.05513 3.01160 0.250
H -1.49826 -4.36368 1.29622 0.266
H -2.72439 -3.16469 1.82810 0.260
H -1.13772 -3.13278 -0.94820 0.225
H 1.73802 -0.31520 -4.16709 0.225
H 0.01116 -0.15769 -4.63293 0.231
H 0.76528 -1.73757 -4.49267 0.255
```

Output
calculated total energy = -1970.186306 hartree
total charge = +1
HOMO energy = -12.717 eV
gap between HOMO and LUMO = 0.315 Eh
SMILES string = [H]/N=C/Cc1c(S(=O)(=O)C(F)(F)C(F)(F)C(F)(F)F)c(N=C(C)C)cn[n+]1C
lowest unoccupied orbital energy = -4.156 eV